1.
{"formula": "C20H30ClN3O3", "method": "ωB97M-V/def2-TZVPD", "lumo_ev": 0.428, "e_above_lowest_ev": 0.058, "smiles": "CC[C@H](C)[C@@H](CC(=O)N[C@@]1(CO)CC[C@H](C)C1)NC(=O)c1cncc(Cl)c1", "species": ["C", "C", "C", "C", "C", "C", "C", "O", "N", "C", "C", "O", "C", "C", "C", "C", "C", "N", "C", "O", "C", "C", "N", "C", "C", "Cl", "C", "H", "H", "H", "H", "H", "H", "H", "H", "H", "H", "H", "H", "H", "H", "H", "H", "H", "H", "H", "H", "H", "H", "H", "H", "H", "H", "H", "H", "H", "H"], "positions_angstrom": [[-2.51, -2.32, -4.60], [-2.03, -1.77, -3.26], [-0.52, -1.91, -3.03], [-0.08, -3.37, -3.01], [-0.11, -1.20, -1.73], [1.41, -1.31, -1.45], [1.81, -0.32, -0.38], [2.21, 0.80, -0.67], [1.61, -0.73, 0.89], [1.96, 0.04, 2.09], [3.47, 0.22, 2.18], [4.16, -1.02, 2.21], [1.18, 1.36, 2.15], [-0.26, 0.93, 2.47], [-0.14, -0.36, 3.32], [-0.67, -0.20, 4.73], [1.37, -0.71, 3.29], [-0.47, 0.21, -1.73], [-1.48, 0.68, -0.96], [-2.31, -0.03, -0.42], [-1.50, 2.17, -0.76], [-2.72, 2.78, -0.48], [-2.86, 4.08, -0.25], [-1.76, 4.83, -0.27], [-0.50, 4.31, -0.53], [0.88, 5.35, -0.52], [-0.36, 2.96, -0.79], [-3.56, -2.08, -4.76], [-1.94, -1.87, -5.42], [-2.40, -3.40, -4.67], [-2.30, -0.72, -3.18], [-2.55, -2.28, -2.44], [0.00, -1.40, -3.86], [-0.54, -3.89, -2.17], [-0.39, -3.88, -3.93], [1.00, -3.48, -2.93], [-0.67, -1.65, -0.91], [1.66, -2.33, -1.17], [1.97, -1.05, -2.35], [1.39, -1.71, 1.02], [3.82, 0.75, 1.29], [3.70, 0.83, 3.05], [4.13, -1.37, 3.11], [1.59, 1.95, 2.97], [1.28, 1.94, 1.24], [-0.81, 1.71, 3.00], [-0.81, 0.73, 1.55], [-0.70, -1.16, 2.83], [-0.16, 0.62, 5.24], [-1.74, 0.02, 4.73], [-0.51, -1.10, 5.32], [1.56, -1.78, 3.26], [1.85, -0.33, 4.20], [0.22, 0.86, -2.07], [-3.62, 2.17, -0.43], [-1.88, 5.89, -0.08], [0.63, 2.54, -0.96]]}


2.
{"formula": "C20H30ClNOTi", "method": "ωB97M-V/def2-TZVPD", "lumo_ev": -7.925, "e_above_lowest_ev": 0.000, "total_charge": 2, "species": ["C", "C", "C", "C", "Cl", "H", "H", "H", "H", "H", "H", "H", "H", "H", "C", "C", "C", "H", "C", "C", "H", "H", "H", "H", "C", "C", "C", "H", "C", "C", "H", "H", "H", "H", "Ti", "O", "C", "C", "C", "C", "C", "C", "N", "H", "H", "H", "H", "H", "H", "H", "H", "H", "H", "H"], "positions_angstrom": [[-1.52, 4.64, -3.27], [-2.56, 5.01, -2.29], [-0.11, 4.88, -2.96], [-1.91, 3.72, -4.35], [-1.82, 1.31, -1.19], [-0.01, 5.85, -3.50], [0.58, 4.14, -3.42], [0.10, 5.05, -1.88], [-2.93, 5.94, -2.76], [-2.16, 5.26, -1.27], [-3.43, 4.30, -2.19], [-2.20, 4.47, -5.12], [-2.79, 3.06, -4.15], [-1.05, 3.11, -4.74], [0.95, 0.71, 2.09], [1.65, 1.35, 1.06], [0.78, 2.30, 0.41], [2.71, 1.21, 0.86], [-0.50, 2.21, 1.09], [-0.40, 1.17, 2.07], [-1.23, 0.90, 2.74], [1.45, 0.07, 2.80], [1.01, 3.03, -0.37], [-1.29, 2.95, 1.02], [0.25, -1.47, -2.08], [1.46, -1.49, -1.29], [2.04, -0.19, -1.32], [1.95, -2.35, -0.83], [1.20, 0.68, -2.10], [0.09, -0.15, -2.62], [-0.59, 0.16, -3.43], [-0.44, -2.32, -2.29], [2.99, 0.06, -0.85], [1.37, 1.76, -2.39], [-0.09, 0.45, -0.33], [-0.26, -1.41, 0.73], [0.24, -2.31, 1.49], [0.17, -2.23, 2.99], [-0.73, -3.35, 3.56], [-0.05, -4.71, 3.78], [0.54, -5.33, 2.57], [1.54, -4.46, 1.81], [0.86, -3.38, 0.97], [1.22, -2.36, 3.34], [-0.22, -1.24, 3.28], [-1.11, -3.05, 4.55], [-1.61, -3.46, 2.92], [0.71, -4.58, 4.55], [-0.79, -5.41, 4.18], [1.01, -6.28, 2.83], [-0.24, -5.58, 1.84], [2.33, -3.99, 2.43], [2.04, -5.10, 1.09], [0.79, -3.57, -0.05]]}


3.
{"formula": "C20H30F3O3P2", "method": "ωB97M-V/def2-TZVPD", "lumo_ev": 2.562, "total_charge": -1, "species": ["C", "P", "C", "C", "C", "O", "P", "C", "C", "O", "C", "C", "F", "F", "F", "O", "H", "H", "H", "H", "H", "H", "H", "H", "H", "H", "H", "H", "H", "H", "H", "H", "H", "H", "C", "C", "C", "C", "C", "C", "H", "H", "H", "H", "H", "H", "C", "C", "C", "C", "C", "C", "H", "H", "H", "H", "H", "H"], "positions_angstrom": [[4.56, 1.80, -1.24], [3.20, 3.05, -1.03], [2.46, 2.65, 0.61], [2.02, 2.60, -2.37], [1.34, 3.87, -3.06], [0.03, 3.56, -3.42], [-0.09, 1.79, -3.44], [-1.67, 1.71, -2.40], [-1.72, 0.60, -1.37], [-2.20, -0.64, -1.90], [-1.23, -1.58, -2.21], [-1.56, -2.92, -1.63], [-2.54, -3.52, -2.22], [-1.81, -2.85, -0.34], [-0.50, -3.72, -1.79], [0.94, 1.78, -2.03], [5.05, 2.01, -2.17], [5.25, 1.84, -0.41], [4.11, 0.81, -1.33], [1.93, 1.71, 0.60], [3.30, 2.53, 1.30], [1.87, 3.47, 0.99], [2.66, 2.09, -3.09], [1.41, 4.65, -2.31], [1.93, 4.04, -3.95], [-0.94, 1.81, -4.64], [0.02, 0.34, -3.60], [1.02, 1.86, -4.39], [-2.48, 1.51, -3.08], [-1.88, 2.68, -1.95], [-2.46, 0.90, -0.63], [-0.78, 0.49, -0.83], [-0.22, -1.32, -1.90], [-1.17, -1.73, -3.29], [0.00, -5.22, 1.23], [-1.07, -5.07, 2.11], [-1.03, -5.66, 3.36], [0.08, -6.40, 3.75], [1.15, -6.54, 2.88], [1.11, -5.96, 1.62], [-0.03, -4.76, 0.25], [-1.93, -4.49, 1.80], [-1.87, -5.55, 4.04], [0.11, -6.86, 4.73], [2.02, -7.11, 3.18], [1.94, -6.07, 0.94], [-0.98, 3.03, 1.76], [-1.79, 3.95, 2.41], [-2.51, 3.57, 3.53], [-2.41, 2.27, 4.02], [-1.59, 1.36, 3.37], [-0.88, 1.74, 2.24], [-0.42, 3.33, 0.88], [-1.87, 4.96, 2.03], [-3.16, 4.29, 4.03], [-2.97, 1.98, 4.90], [-1.51, 0.34, 3.75], [-0.24, 1.02, 1.73]]}


4.
{"formula": "C20H30FO15", "method": "ωB97M-V/def2-TZVPD", "lumo_ev": 2.122, "e_above_lowest_ev": 9.743, "total_charge": -1, "species": ["F", "C", "C", "C", "O", "C", "O", "O", "H", "H", "H", "H", "H", "H", "C", "C", "C", "O", "C", "O", "O", "H", "H", "H", "H", "H", "H", "C", "C", "C", "O", "C", "O", "O", "H", "H", "H", "H", "H", "H", "C", "C", "C", "O", "C", "O", "O", "H", "H", "H", "H", "H", "H", "C", "C", "C", "O", "C", "O", "O", "H", "H", "H", "H", "H", "H"], "positions_angstrom": [[-0.21, -0.19, -0.43], [-2.53, 4.08, -1.71], [-2.53, 2.80, -1.01], [-1.46, 2.86, 0.16], [-2.31, 3.33, 1.22], [-3.49, 3.08, 0.93], [-4.44, 3.11, 1.80], [-3.67, 2.68, -0.24], [-3.28, 3.95, -2.60], [-1.52, 4.09, -2.07], [-2.72, 5.02, -1.14], [-2.31, 2.11, -1.49], [-0.59, 3.43, -0.05], [-1.10, 1.74, 0.20], [-1.54, -0.24, 3.62], [-2.86, -0.16, 2.76], [-2.81, -0.78, 1.36], [-3.96, -1.61, 1.31], [-4.56, -1.68, 2.46], [-5.50, -2.35, 2.69], [-3.82, -0.96, 3.41], [-1.81, -0.14, 4.71], [-0.92, 0.56, 3.18], [-0.98, -1.25, 3.68], [-3.29, 0.83, 2.97], [-1.84, -1.40, 1.17], [-3.07, 0.08, 0.87], [0.68, 0.17, -3.86], [1.14, 1.48, -3.07], [1.95, 1.09, -1.83], [3.16, 1.70, -1.99], [3.26, 2.35, -3.09], [4.30, 3.05, -3.43], [2.08, 2.09, -3.86], [0.09, -0.35, -3.13], [1.25, -0.48, -4.25], [-0.07, 0.42, -4.75], [0.28, 2.00, -2.94], [2.25, 0.00, -1.62], [1.51, 1.48, -1.02], [3.65, -1.15, 1.14], [3.19, 0.28, 1.48], [1.76, 0.53, 1.94], [1.86, 0.80, 3.38], [3.14, 0.73, 3.72], [3.50, 0.93, 4.95], [3.92, 0.50, 2.66], [3.67, -1.85, 2.08], [4.64, -1.29, 0.67], [3.01, -1.64, 0.25], [3.58, 1.19, 0.94], [0.89, -0.53, 1.71], [1.18, 1.22, 1.52], [-0.05, -3.56, -2.68], [0.74, -3.12, -1.42], [0.27, -3.57, -0.05], [1.23, -4.45, 0.43], [2.29, -4.48, -0.40], [3.32, -5.02, -0.22], [2.06, -3.76, -1.48], [0.35, -3.37, -3.63], [-0.79, -2.80, -2.70], [-0.58, -4.59, -2.43], [0.71, -2.06, -1.35], [-0.54, -4.16, -0.07], [0.26, -2.73, 0.62]]}


5.
{"formula": "C20H30IN2O2OsSi", "method": "ωB97M-V/def2-TZVPD", "lumo_ev": -4.994, "e_above_lowest_ev": 0.000, "total_charge": 1, "species": ["Os", "I", "C", "C", "C", "C", "C", "C", "C", "C", "C", "C", "H", "H", "H", "H", "H", "H", "N", "N", "C", "O", "O", "H", "H", "H", "C", "Si", "C", "C", "C", "C", "C", "C", "C", "C", "H", "H", "H", "H", "H", "H", "H", "H", "H", "H", "H", "H", "H", "H", "H", "H", "H", "H", "H", "H", "H"], "positions_angstrom": [[0.19, -0.54, -1.58], [2.76, -0.35, -1.87], [2.64, 1.72, -1.76], [3.77, 2.47, -1.62], [3.66, 3.87, -1.56], [2.44, 4.46, -1.68], [1.27, 3.68, -1.87], [0.02, 4.30, -2.08], [-1.10, 3.55, -2.31], [-1.02, 2.16, -2.27], [0.14, 1.45, -2.00], [1.35, 2.26, -1.88], [4.74, 2.00, -1.55], [4.55, 4.47, -1.42], [2.34, 5.54, -1.66], [-0.03, 5.38, -2.09], [-2.05, 4.03, -2.50], [-1.96, 1.65, -2.43], [-1.96, -0.78, -1.85], [-2.18, -2.10, -2.27], [-1.11, -2.92, -2.53], [-1.22, -4.04, -2.92], [0.09, -2.35, -2.25], [-2.48, -0.61, -0.99], [-2.29, -0.15, -2.57], [-3.12, -2.40, -2.51], [1.23, 0.69, 1.45], [0.07, -0.69, 0.91], [0.80, -2.40, 1.39], [2.14, -2.67, 0.71], [-0.13, -3.57, 1.07], [1.06, -2.37, 2.91], [-1.67, -0.29, 1.61], [-2.12, 1.07, 1.06], [-2.75, -1.35, 1.32], [-1.60, -0.13, 3.14], [1.28, 0.69, 2.55], [0.87, 1.67, 1.14], [2.24, 0.56, 1.07], [2.03, -2.84, -0.37], [2.57, -3.58, 1.13], [2.87, -1.87, 0.87], [-0.30, -3.69, 0.00], [-1.10, -3.49, 1.56], [0.33, -4.50, 1.42], [1.70, -1.54, 3.21], [1.57, -3.30, 3.18], [0.14, -2.33, 3.49], [-2.18, 1.13, -0.02], [-1.45, 1.88, 1.37], [-3.11, 1.31, 1.46], [-2.73, -1.78, 0.31], [-3.74, -0.93, 1.48], [-2.65, -2.20, 1.99], [-0.85, 0.59, 3.45], [-1.40, -1.07, 3.65], [-2.57, 0.23, 3.50]]}


6.
{"formula": "C20H30IrN6S3Sb", "method": "ωB97M-V/def2-TZVPD", "lumo_ev": [-3.433, -5.095], "multiplicity": 2, "total_charge": 1, "s2": 0.77, "species": ["Ir", "S", "Sb", "S", "S", "C", "N", "C", "C", "N", "C", "C", "C", "C", "C", "C", "C", "C", "C", "N", "C", "N", "C", "C", "N", "C", "C", "C", "N", "C", "C", "H", "H", "H", "H", "H", "H", "H", "H", "H", "H", "H", "H", "H", "H", "H", "H", "H", "H", "H", "H", "H", "H", "H", "H", "H", "H", "H", "H", "H", "H"], "positions_angstrom": [[-0.15, -1.50, -0.51], [-2.17, -5.85, -0.38], [-0.49, -4.88, -1.56], [0.70, -3.49, 0.08], [-1.27, -2.60, -2.08], [-2.09, -2.33, 2.21], [-2.87, -1.66, 1.18], [-3.99, -2.44, 0.67], [-2.50, -0.50, 0.64], [-1.18, -0.15, 0.59], [-0.87, 1.16, 1.01], [-1.61, 1.72, 2.02], [-1.47, 3.08, 2.35], [-0.60, 3.87, 1.65], [0.22, 3.31, 0.64], [1.14, 4.12, -0.07], [1.93, 3.58, -1.04], [1.91, 2.20, -1.28], [1.07, 1.37, -0.57], [1.23, -0.03, -0.72], [2.51, -0.46, -0.82], [3.43, -0.05, 0.07], [3.03, 0.50, 1.35], [4.83, 0.16, -0.29], [2.87, -1.30, -1.79], [3.89, -2.33, -1.60], [2.14, -1.40, -3.04], [0.14, 1.93, 0.35], [-3.42, 0.30, 0.08], [-3.04, 1.31, -0.90], [-4.76, 0.44, 0.63], [-2.74, -2.54, 3.06], [-1.26, -1.69, 2.53], [-1.68, -3.27, 1.82], [-3.63, -3.44, 0.45], [-4.37, -2.00, -0.25], [-4.80, -2.50, 1.40], [-2.33, 1.12, 2.56], [-2.07, 3.50, 3.14], [-0.52, 4.93, 1.86], [1.18, 5.18, 0.15], [2.61, 4.21, -1.60], [2.58, 1.78, -2.02], [2.06, 0.10, 1.65], [2.97, 1.59, 1.32], [3.78, 0.21, 2.09], [4.97, 0.00, -1.36], [5.49, -0.51, 0.27], [5.09, 1.19, -0.06], [4.23, -2.33, -0.57], [4.74, -2.17, -2.26], [3.45, -3.30, -1.82], [1.46, -0.57, -3.14], [1.56, -2.33, -3.08], [2.86, -1.39, -3.86], [-2.15, 0.99, -1.43], [-2.87, 2.28, -0.43], [-3.86, 1.40, -1.62], [-4.87, -0.17, 1.52], [-5.52, 0.15, -0.10], [-4.92, 1.48, 0.90]]}


7.
{"formula": "C20H30N2O8", "method": "ωB97M-V/def2-TZVPD", "lumo_ev": [1.427, 1.427], "multiplicity": 2, "total_charge": -1, "s2": 0.77, "species": ["C", "C", "C", "C", "C", "C", "N", "O", "O", "H", "H", "H", "H", "H", "C", "C", "C", "C", "C", "C", "N", "O", "O", "H", "H", "H", "H", "H", "C", "O", "C", "C", "O", "C", "H", "H", "H", "H", "H", "H", "H", "H", "H", "H", "C", "O", "C", "C", "O", "C", "H", "H", "H", "H", "H", "H", "H", "H", "H", "H"], "positions_angstrom": [[-0.41, 5.64, -5.26], [-1.81, 5.49, -5.23], [-2.41, 4.60, -4.35], [-1.65, 4.00, -3.36], [-0.27, 4.23, -3.32], [0.37, 4.94, -4.31], [-2.27, 2.97, -2.46], [-3.47, 2.88, -2.50], [-1.51, 2.29, -1.77], [0.13, 6.25, -5.96], [-2.40, 5.93, -6.02], [-3.47, 4.43, -4.35], [0.26, 3.84, -2.46], [1.44, 5.06, -4.22], [-0.84, -1.12, 0.53], [0.15, -0.17, 0.13], [1.52, -0.66, 0.09], [1.92, -1.99, 0.35], [0.88, -2.81, 0.71], [-0.44, -2.48, 0.81], [3.40, -2.33, 0.20], [3.69, -3.43, 0.70], [4.14, -1.54, -0.34], [-1.89, -0.84, 0.51], [-0.21, 0.79, -0.21], [2.21, 0.16, -0.02], [1.05, -3.86, 0.85], [-1.21, -3.15, 1.15], [-4.68, 5.53, -1.08], [-4.70, 4.54, -0.02], [-3.78, 4.66, 1.06], [-2.31, 4.35, 0.86], [-2.04, 3.01, 1.11], [-2.12, 2.61, 2.48], [-5.08, 6.43, -0.61], [-5.36, 5.35, -1.92], [-3.73, 5.71, -1.57], [-4.05, 4.14, 1.98], [-4.06, 5.66, 1.41], [-1.66, 5.03, 1.41], [-1.91, 4.61, -0.13], [-1.59, 1.68, 2.29], [-3.11, 2.46, 2.91], [-1.34, 3.11, 3.06], [5.67, -7.07, 2.25], [4.84, -7.26, 3.37], [4.00, -6.16, 3.65], [2.59, -6.47, 2.97], [2.60, -7.11, 1.65], [1.37, -7.20, 0.95], [6.37, -7.88, 2.05], [6.22, -6.13, 2.23], [5.08, -7.02, 1.33], [4.47, -5.30, 3.18], [3.98, -6.04, 4.73], [2.24, -5.44, 2.88], [1.90, -7.01, 3.62], [1.69, -7.15, -0.09], [0.56, -6.51, 1.20], [1.07, -8.25, 0.94]]}


8.
{"formula": "C20H30N4O", "method": "ωB97M-V/def2-TZVPD", "lumo_ev": 0.571, "e_above_lowest_ev": 1.556, "smiles": "C=C(C)CN(CC)Cc1c(C(=O)N(C)CCCC)nc2ccccn12", "species": ["C", "C", "C", "H", "H", "H", "C", "N", "C", "C", "H", "H", "H", "H", "H", "C", "C", "C", "N", "C", "C", "C", "C", "C", "N", "H", "H", "H", "H", "C", "O", "N", "C", "H", "H", "H", "C", "C", "C", "C", "H", "H", "H", "H", "H", "H", "H", "H", "H", "H", "H", "H", "H", "H", "H"], "positions_angstrom": [[0.38, 3.71, 1.18], [0.37, 2.39, 1.03], [-0.92, 1.62, 0.98], [-1.75, 2.25, 1.28], [-1.11, 1.24, -0.02], [-0.86, 0.76, 1.66], [1.65, 1.61, 0.90], [2.21, 1.47, -0.44], [2.53, 2.73, -1.09], [3.76, 3.39, -0.47], [4.06, 4.24, -1.07], [3.56, 3.74, 0.54], [4.59, 2.68, -0.43], [2.76, 2.51, -2.14], [1.68, 3.43, -1.08], [1.45, 0.57, -1.31], [1.40, -0.81, -0.75], [0.35, -1.68, -0.51], [0.82, -2.86, -0.01], [2.12, -2.73, 0.08], [3.10, -3.63, 0.53], [4.41, -3.25, 0.52], [4.77, -1.96, 0.07], [3.83, -1.09, -0.37], [2.53, -1.47, -0.37], [4.03, -0.09, -0.70], [5.81, -1.67, 0.07], [5.17, -3.93, 0.86], [2.78, -4.60, 0.87], [-1.06, -1.38, -0.83], [-1.31, -0.48, -1.64], [-2.06, -2.06, -0.23], [-1.91, -3.10, 0.75], [-2.19, -2.73, 1.75], [-2.57, -3.93, 0.50], [-0.89, -3.45, 0.77], [-3.43, -1.67, -0.55], [-4.09, -0.90, 0.60], [-5.40, -0.24, 0.16], [-5.18, 1.00, -0.69], [-4.60, 0.78, -1.58], [-6.13, 1.43, -1.00], [-4.63, 1.75, -0.12], [-5.98, 0.03, 1.04], [-6.00, -0.97, -0.41], [-4.29, -1.58, 1.43], [-3.41, -0.13, 0.95], [-4.01, -2.58, -0.77], [-3.38, -1.05, -1.44], [0.42, 0.91, -1.51], [1.97, 0.53, -2.27], [1.50, 0.59, 1.29], [2.43, 2.08, 1.51], [1.29, 4.28, 1.24], [-0.54, 4.28, 1.25]]}